A molecular structure, C59H52AsBrN3O2TeV, computed with ωB97M-V/def2-TZVPD.

```
120
Properties=species:S:1:pos:R:3:forces:R:3
V -0.0723 0.1216 0.8976 0.38 0.02 -0.12
Br 5.8513 1.4695 5.0195 0.02 0.00 0.03
C 4.5679 1.1321 3.6634 -0.08 -0.02 0.02
C 4.8865 1.3760 2.3393 0.01 0.01 -0.09
C 3.9322 1.1568 1.3628 0.03 0.01 0.20
C 2.6557 0.6974 1.6955 -0.25 -0.05 -0.19
O 1.7691 0.5367 0.7132 -0.37 -0.05 0.17
C 2.3396 0.4476 3.0418 0.24 0.13 0.05
C 0.9995 -0.0418 3.5238 -0.03 -0.20 0.20
N -0.1136 0.5193 2.8461 -0.15 -0.01 -0.18
C -1.3617 0.3625 3.4102 -0.08 0.02 -0.13
C -1.6663 0.2333 4.7515 -0.08 0.02 0.09
C -3.0034 0.2109 5.2001 0.14 -0.01 0.03
C -4.0599 0.3001 4.3411 0.02 0.02 -0.19
C -3.8005 0.3825 2.9501 -0.23 0.00 0.17
C -4.8212 0.4898 1.9774 -0.01 0.00 0.02
C -4.5079 0.5554 0.6508 0.19 -0.02 -0.01
C -3.1537 0.4830 0.2797 -0.04 -0.04 -0.06
N -2.1843 0.3930 1.1594 0.14 -0.03 0.20
C -2.4741 0.3738 2.4949 0.15 0.09 0.01
C 3.3115 0.6702 4.0096 0.06 0.01 0.00
H 5.8666 1.7452 2.0708 0.03 0.01 0.02
H 4.1468 1.3527 0.3213 -0.01 0.00 -0.05
H 0.9531 0.1561 4.5993 0.03 -0.01 -0.09
H -0.8758 0.1699 5.4855 0.01 -0.01 0.02
H -3.1843 0.1293 6.2643 0.00 -0.01 0.01
H -5.0810 0.2966 4.6961 -0.03 0.01 0.01
H -5.8545 0.5280 2.3000 -0.01 -0.01 0.03
H -5.2650 0.6475 -0.1139 -0.03 0.00 0.00
H -2.8622 0.4834 -0.7670 -0.01 0.02 0.06
H 3.0721 0.4898 5.0505 0.03 0.00 0.01
C 3.2222 4.7456 2.9575 0.01 0.02 0.01
C 3.1789 4.9561 1.5890 0.00 -0.01 -0.02
C 2.1260 4.4546 0.8366 0.08 0.06 -0.07
C 1.1017 3.7395 1.4482 -0.12 -0.02 -0.07
C 1.1555 3.5230 2.8223 0.03 -0.02 0.00
C 2.2060 4.0308 3.5710 0.00 -0.01 0.03
As -0.2603 2.8726 0.3474 0.02 -0.03 0.04
C 0.0648 3.7899 -1.3211 -0.04 0.14 0.00
C 0.6899 3.0824 -2.3359 0.07 -0.09 -0.08
C 1.0222 3.7145 -3.5299 0.00 -0.07 0.04
C 0.7280 5.0548 -3.7069 -0.01 0.05 -0.02
C 0.1138 5.7733 -2.6866 0.01 -0.02 -0.02
C -0.2098 5.1471 -1.4953 -0.04 -0.04 0.01
C -1.9704 3.6322 0.8941 0.05 0.07 0.01
C -2.9150 3.9971 -0.0626 -0.03 -0.04 -0.05
C -4.1924 4.3848 0.3184 0.04 0.00 -0.03
C -4.5426 4.4049 1.6592 -0.03 0.02 0.01
C -3.6112 4.0347 2.6167 -0.02 0.00 0.04
C -2.3353 3.6460 2.2377 0.01 0.01 -0.02
H 4.0512 5.1217 3.5419 0.02 0.01 0.02
H 3.9727 5.5013 1.0955 0.02 0.02 0.00
H 2.1280 4.6177 -0.2346 -0.03 -0.02 0.07
H 0.4149 2.9064 3.3095 -0.05 -0.01 0.00
H 2.2437 3.8379 4.6354 0.01 0.01 0.02
H 0.9477 2.0390 -2.1866 -0.03 -0.01 -0.02
H 1.5139 3.1565 -4.3161 0.01 -0.01 -0.02
H 0.9830 5.5478 -4.6358 0.00 0.01 -0.01
H -0.1040 6.8247 -2.8188 0.00 0.02 -0.01
H -0.6700 5.7167 -0.6963 -0.01 -0.03 0.00
H -2.6644 3.9770 -1.1169 0.03 0.00 0.02
H -4.9129 4.6677 -0.4378 -0.02 0.01 -0.01
H -5.5386 4.7048 1.9568 -0.02 0.01 0.01
H -3.8784 4.0348 3.6656 0.00 0.00 0.02
H -1.6352 3.3411 3.0029 0.06 -0.01 0.02
C -2.3678 -4.5115 -7.2055 -0.02 -0.03 -0.05
C -2.0170 -4.0637 -5.8147 -0.03 0.01 -0.01
C -0.8566 -4.4943 -5.1914 0.06 -0.02 -0.02
C -0.5114 -4.0885 -3.9071 -0.02 0.00 -0.04
C 0.7559 -4.6297 -3.3105 0.07 -0.06 0.06
C -1.3502 -3.1982 -3.2207 -0.13 -0.02 0.00
Te -0.8626 -2.6091 -1.2273 -0.01 -0.05 0.05
N -0.0530 -1.6849 1.4416 0.16 -0.15 -0.27
C 0.3953 -2.1882 2.5039 0.03 -0.04 0.06
O 1.0012 -1.5224 3.5234 -0.10 0.17 0.04
C 0.3541 -3.6506 2.7981 -0.11 0.06 -0.03
C 1.3100 -4.2575 3.6039 0.02 0.00 0.03
C 1.2796 -5.6296 3.7994 0.00 -0.02 0.01
C 0.2851 -6.3970 3.2112 0.00 -0.02 -0.01
C -0.6824 -5.7900 2.4214 0.03 0.02 0.01
C -0.6424 -4.4220 2.2100 -0.03 -0.03 -0.02
C 1.0262 -1.7597 -1.7216 0.03 -0.07 -0.04
C 2.2109 -2.2280 -1.1353 -0.09 0.05 -0.04
C 2.2823 -3.3100 -0.1002 -0.01 -0.09 0.02
C 3.4250 -1.6702 -1.5313 -0.01 0.02 0.09
C 3.5052 -0.6876 -2.4957 -0.04 0.06 -0.06
C 4.8171 -0.0656 -2.8772 0.08 0.02 -0.04
C 2.3251 -0.2775 -3.1024 -0.03 0.09 0.02
C 1.0854 -0.7793 -2.7303 0.10 0.00 0.01
C -0.1215 -0.2657 -3.4631 -0.14 0.09 0.01
C -2.5384 -2.7674 -3.8279 0.04 -0.03 -0.07
C -3.5228 -1.8193 -3.1944 -0.02 0.09 0.13
C -2.8480 -3.2068 -5.1119 0.04 -0.01 0.01
H -1.6690 -5.2652 -7.5654 0.01 -0.01 0.00
H -2.3455 -3.6749 -7.9061 0.00 0.02 0.00
H -3.3714 -4.9374 -7.2400 -0.01 0.00 0.00
H -0.1977 -5.1770 -5.7161 0.01 -0.02 -0.01
H 1.1876 -5.3857 -3.9641 0.02 -0.03 0.00
H 0.5741 -5.0818 -2.3326 -0.01 0.02 -0.01
H 1.4983 -3.8449 -3.1634 0.02 0.00 -0.02
H 2.0791 -3.6556 4.0676 0.00 0.03 -0.01
H 2.0346 -6.0996 4.4150 0.02 -0.02 0.02
H 0.2638 -7.4672 3.3676 0.00 -0.03 0.01
H -1.4643 -6.3825 1.9659 -0.02 -0.02 -0.01
H -1.3822 -3.9373 1.5866 0.03 0.02 0.01
H 1.3846 -3.9233 -0.0633 -0.04 -0.01 0.00
H 2.4191 -2.8750 0.8882 0.01 0.04 0.09
H 3.1430 -3.9513 -0.2976 -0.02 -0.02 0.00
H 4.3345 -2.0245 -1.0585 0.01 -0.01 0.02
H 5.6517 -0.5840 -2.4070 0.01 -0.01 0.00
H 4.8568 0.9810 -2.5667 -0.02 0.00 0.01
H 4.9669 -0.0875 -3.9575 0.00 0.00 -0.01
H 2.3684 0.4664 -3.8906 0.00 0.05 -0.03
H 0.1491 0.5896 -4.0806 -0.01 0.04 0.00
H -0.9155 0.0436 -2.7748 0.04 -0.02 -0.01
H -0.5524 -1.0282 -4.1120 0.03 0.02 -0.01
H -3.2608 -1.5562 -2.1715 0.01 -0.02 -0.01
H -4.5206 -2.2586 -3.1825 -0.03 -0.02 -0.01
H -3.5823 -0.8941 -3.7720 0.00 0.02 -0.02
H -3.7680 -2.8617 -5.5721 -0.04 0.01 -0.02
```
Positions in Å, forces in eV/Å.

The spin multiplicity is 3. The charge is 0. The LUMO energy (spin up / spin down) comes out at -0.17 / -0.27 eV. The total energy comes out at -234457.105 eV.

Here are the Löwdin charges for atoms 1 to 6, given in e: 0.760 0.705 -0.702 -0.127 0.000 -0.323